# 1
Density functional theory data (ωB97M-V/def2-TZVPD) for 11 unconnected molecules or ions with the total composition C33H50O33 in a non-equilibrium geometry.

Last column: Mulliken charge in e.
Atoms and positions in Å:
H 0.593 -6.907 -2.386  0.343
O -3.403 2.499 6.265  -0.352
C -3.656 0.694 2.248  0.429
O -4.940 1.928 7.827  -0.511
H -1.854 -6.774 -1.025  0.357
O 0.299 -0.398 -0.879  -0.051
H 8.924 1.615 -1.765  0.229
H 3.965 6.295 5.369  0.280
H -1.778 4.668 -1.740  0.325
C -1.047 -6.073 -1.221  -0.213
H -0.092 -0.475 3.113  0.444
H -0.388 -6.087 -0.357  0.118
C -0.291 -0.125 0.288  0.437
O -6.224 -0.248 4.251  -0.524
C -4.197 2.064 2.799  -0.152
C -4.911 -5.029 -1.577  0.968
C -2.341 0.166 -5.669  0.060
C -0.331 -6.355 -2.549  -0.461
O -5.743 -5.553 -2.459  -0.373
H 5.148 3.804 5.014  0.286
O 3.329 3.413 4.147  -0.128
H -6.076 -7.351 -1.500  0.288
H 1.060 0.880 2.981  0.130
H 2.401 -3.800 -1.645  0.571
H 8.540 1.760 -3.504  0.306
O 0.652 -0.019 1.222  -0.004
O 4.830 2.056 2.050  -0.260
C -3.906 1.746 7.282  0.673
H -0.967 1.288 7.524  0.243
O -1.672 -4.804 -1.529  -0.055
H -4.739 -2.179 -0.353  0.356
H -3.734 0.687 1.167  0.210
O -1.469 -0.008 0.418  -0.483
H -0.527 0.737 -2.414  0.624
C 3.644 5.261 5.476  -0.382
H -2.208 -0.516 -6.506  0.340
H 8.613 0.163 -2.840  0.315
O 4.874 1.187 -2.422  -0.145
C 6.038 0.912 -3.012  0.645
H 4.817 4.827 3.625  0.285
H 0.022 -0.851 -2.814  0.304
H 6.520 -0.469 2.253  0.268
O 1.037 3.706 -4.289  -0.513
C 0.210 0.383 2.516  -0.692
C 5.590 -0.141 1.786  -0.175
H -2.210 1.462 4.838  -0.405
O 2.262 -2.610 1.306  -0.368
O -0.756 3.410 -3.000  -0.131
C -5.827 -6.952 -2.488  -0.640
H -3.586 -3.533 -0.151  0.328
H -1.793 1.840 -6.939  0.251
H -2.197 6.211 -3.703  0.313
H 3.698 4.947 6.518  0.258
C 4.726 0.787 2.707  0.276
O 1.102 3.365 4.420  -0.449
C -1.784 0.926 6.901  -0.332
H 5.014 -1.043 1.584  0.011
H -1.815 -0.334 -4.845  -0.196
H 3.679 0.500 2.605  -0.272
C 1.889 -3.179 -0.908  0.164
H -0.976 -6.934 -3.214  0.310
O -1.220 -3.112 -2.942  -0.543
O 6.152 0.357 -4.056  -0.579
C -0.500 -0.293 -2.039  -1.005
C 4.360 4.349 4.488  -0.295
H -0.906 1.734 -5.410  0.172
H -1.403 2.709 5.725  0.191
C 3.691 0.692 -3.051  -0.616
O 2.277 5.167 5.010  -0.356
O 0.585 -3.812 2.165  -0.546
C -1.062 -4.239 -2.577  0.502
H 2.796 -1.298 -0.195  0.161
H 1.222 -2.580 -1.537  -0.566
H 3.847 -2.715 -0.065  0.485
H -3.421 2.489 3.427  0.134
C -4.127 -2.922 -0.861  -0.491
C -5.428 0.308 3.594  0.653
C 8.361 1.191 -2.585  -0.724
H -3.472 -2.343 -1.506  0.032
H -2.623 0.523 2.520  -0.309
H -1.528 -0.063 6.535  0.287
O 5.693 2.893 0.186  -0.511
O 5.804 0.644 0.618  -0.291
H -1.513 -0.668 -1.964  0.029
O -3.735 0.339 -5.370  -0.380
H -6.663 -7.222 -3.121  0.241
O -5.370 1.650 3.469  -0.359
C -1.911 4.201 -2.720  -0.342
C -3.903 1.549 -4.833  0.580
H 3.786 -0.353 -3.354  0.330
C -2.043 5.149 -3.890  -0.225
C -0.045 4.034 -3.970  0.544
H 5.064 0.807 3.735  0.354
O -4.967 -3.724 -1.685  -0.373
O -3.010 0.790 7.653  -0.370
H -2.885 4.875 -4.527  0.176
O -0.706 5.096 -4.455  -0.395
H -4.378 2.685 1.929  0.358
C -1.883 1.609 -5.878  -0.148
H 2.916 0.727 -2.285  0.064
C -2.184 1.950 5.820  0.556
C 1.233 -3.471 1.256  0.556
O 1.066 -3.924 -0.014  -0.250
C 2.816 -2.367 0.003  -0.164
H -2.790 3.563 -2.627  0.271
C 2.125 3.933 4.472  0.482
H -0.577 1.135 2.522  0.205
O -4.873 1.937 -4.347  -0.491
O -0.085 -5.050 -3.078  -0.384
O -4.456 -0.287 2.878  -0.400
O -2.813 2.326 -5.062  -0.197
H 3.376 1.310 -3.894  0.378
O -4.315 -5.666 -0.734  -0.601
O 6.978 1.380 -2.233  -0.195
H -4.869 -7.365 -2.790  0.260
C 5.477 1.927 0.850  0.627

Kohn-Sham gap ... 10.86 eV
E_HOMO ... -10.7 eV
SMILES ... COC(=O)OC.COC(=O)OC.COC(=O)OC.O=C1OCCO1.O=C1OCCO1.O=C1OCCO1.O=C1OCCO1.O=C1OCCO1.O=C1OCCO1.O=C1OCCO1.O=C1OCCO1
Multiplicity ... 1
Net charge ... 0
E_LUMO ... 0.17 eV
Energy above the lowest of the compared OMol25 structures with the same formula, charge and spin ... 40.1 kcal per mole
F_max ... 0.072 Eh/bohr

---

# 2
Density functional theory data (ωB97M-V/def2-TZVPD) for 14 unconnected molecules or ions with the total composition C62H140F12N9O15 in a non-equilibrium geometry.

Last column: Mulliken charge in e.
Atoms and positions in Å:
C 2.382 -4.544 0.061  0.609
N -7.562 2.569 1.085  -0.667
H 1.462 -6.780 -6.269  0.404
H -1.823 5.153 -0.590  0.374
N -0.448 1.933 4.860  -0.366
H 1.982 4.254 -4.038  0.241
H 4.183 5.891 1.477  -0.168
N 3.268 2.646 -2.172  0.444
H 2.689 2.066 -2.761  -0.736
H 7.109 -3.621 1.513  0.192
C 5.409 0.605 1.144  0.539
H 5.049 8.799 1.680  0.385
C 5.274 -4.690 1.221  -0.114
N 6.217 7.445 0.794  -0.791
C 1.572 0.206 -4.110  -0.375
H -8.505 2.521 1.443  0.283
H -5.763 -4.928 1.692  0.221
H 3.989 7.563 -0.988  0.168
H 1.611 -7.544 -1.872  -0.015
C 0.243 -8.683 -0.694  -0.838
H 0.176 -6.603 -0.175  -1.074
C -5.200 0.346 -4.591  0.291
H 4.747 6.671 2.839  0.374
N 1.160 2.199 0.705  1.565
H -4.245 5.365 3.275  0.263
H -2.021 -1.009 -0.884  -0.173
H -2.677 -4.238 1.332  -0.250
H 0.792 -5.694 5.767  0.363
N 0.327 0.119 0.222  0.992
H -1.157 -6.263 -2.088  -0.183
H -2.565 -3.640 -4.095  -0.125
H -2.226 -2.616 6.155  0.431
C 0.195 -1.223 -0.289  -0.237
H -1.158 -4.650 0.519  -0.564
F -0.148 -1.570 -4.173  0.262
H -0.236 3.670 -2.750  -0.108
C 4.162 8.314 -0.217  -1.284
C -6.860 2.248 -4.837  -1.242
H 1.163 -5.264 4.211  0.131
H -6.834 -2.581 0.836  0.234
C 1.570 -8.527 -1.402  -0.900
N -2.611 -1.773 2.942  0.369
H -3.421 2.440 -1.011  0.467
H 4.302 3.506 -3.682  0.876
C -5.037 -2.637 -0.357  0.797
H -7.352 0.081 -5.218  0.580
C -1.021 -1.227 -1.260  0.814
C -2.228 5.785 1.830  0.103
H -6.162 1.730 -1.881  -0.870
F 2.036 -4.733 1.314  -0.200
H -1.060 -4.457 -2.172  -0.336
C -2.123 -5.040 0.846  0.596
H 1.798 -7.581 -4.700  0.261
H 7.068 4.462 -3.215  0.356
H -6.412 2.519 -5.793  0.414
H -5.596 -1.606 -5.156  0.490
H 6.140 6.936 -0.074  0.256
H 1.896 3.919 6.101  0.428
O 3.751 -2.687 -1.289  -0.315
O 0.725 1.130 -3.352  0.758
H 6.747 8.272 0.560  0.307
H -4.575 0.700 -5.411  0.533
H 0.976 6.444 3.061  -0.012
F 0.001 -0.424 -5.989  -0.380
H -1.802 3.416 -3.400  0.529
H -0.946 1.441 -4.683  0.333
C -3.509 -1.678 -4.453  0.440
H 0.286 1.645 4.229  0.072
H 3.936 2.110 3.424  -0.079
H 1.029 -3.769 -3.948  0.259
H 6.005 5.123 -4.532  0.271
H -1.401 -6.323 2.462  -0.340
H -0.842 -0.443 -1.996  -0.081
C 4.718 4.652 -1.882  -0.314
H 2.344 6.730 4.122  0.555
C -0.762 3.325 6.781  -1.798
C -1.982 -6.391 1.542  -0.289
C 1.899 3.425 0.625  -0.017
H -3.526 -2.194 2.866  -0.295
H 3.122 8.573 -0.020  0.370
H -0.488 1.202 5.555  0.244
H -5.452 -1.367 -3.447  -0.154
C 1.554 3.008 5.608  -1.210
C 6.063 0.821 -0.328  0.600
F -3.978 -1.870 -0.612  0.245
H -2.616 -5.251 -0.103  0.484
H -1.661 4.953 2.248  -0.278
C -8.692 2.453 -1.131  -1.589
C 8.373 0.416 0.576  -0.229
C 6.755 -4.648 1.427  -1.230
H -0.362 2.795 2.104  0.898
H 7.122 6.060 -3.530  0.296
C -1.830 -2.362 4.041  0.484
O -1.264 6.456 0.971  -0.469
N -3.564 5.774 3.899  -0.745
C -0.931 -5.397 -2.709  0.071
C -0.499 0.716 1.193  -1.249
C 2.602 4.732 -3.280  -1.291
H -0.235 4.039 4.933  -1.037
H -5.607 -3.709 4.444  0.364
F 4.104 0.980 1.248  -0.128
H -0.193 4.987 0.181  0.109
H -3.920 0.966 -1.709  -0.430
C -0.193 1.946 -4.079  -0.898
H -0.003 -1.941 0.507  -0.127
H 2.603 -4.771 -5.501  0.339
O 0.349 -5.618 -3.236  -0.201
C 3.581 -3.536 -0.154  -0.274
H -6.038 3.288 -1.065  0.316
C -4.982 -1.118 -4.399  -0.720
C -1.547 -7.545 0.727  -1.158
O -5.954 -0.762 1.256  -0.765
H -0.891 6.144 4.288  -0.205
O -5.215 -2.889 2.025  -0.150
H -2.881 -0.821 3.147  0.380
C -1.545 6.997 4.107  -0.864
H -3.190 0.837 -0.186  -0.050
H -7.107 0.550 -3.618  0.154
H -1.712 -8.411 1.367  0.365
C -2.770 -2.305 5.263  -1.692
O 4.863 -4.119 -0.029  -0.415
H -3.237 -1.335 5.433  0.397
H 3.064 5.525 -3.868  0.576
O 2.679 -0.189 -3.237  -0.636
H -3.050 4.951 4.178  0.211
H -1.734 -5.514 -3.437  0.533
C -7.498 1.935 -0.265  0.605
H 6.126 1.898 -0.481  -0.529
H 4.041 5.136 -1.178  -0.491
H 1.967 5.150 -2.499  -0.007
H 8.148 -0.131 1.491  0.262
O 7.360 0.236 -0.426  -0.232
H -1.030 -1.645 4.226  0.266
O -0.513 -4.146 5.040  -0.486
H -1.832 3.484 6.645  0.358
C -2.700 6.611 3.134  0.258
H 2.104 0.858 -0.770  0.639
C -1.247 -3.779 3.847  0.689
H 6.982 -5.226 2.323  0.388
C 2.115 -6.803 -5.396  -1.597
F -4.610 -3.903 -0.414  -0.327
C -5.866 -4.113 2.408  -0.448
H -1.263 0.058 1.579  0.543
H -1.878 7.342 5.086  0.471
C 2.191 -5.429 -4.737  0.463
C 4.140 6.869 1.956  -0.366
H -0.926 7.779 3.667  0.316
H 3.570 -2.863 0.703  0.511
C 4.860 7.906 1.085  0.605
H -2.887 -0.946 -3.937  -0.511
F 1.254 -4.150 -0.621  0.406
H 4.080 2.057 -2.054  -0.164
H -0.622 -8.716 -1.357  0.317
H 0.178 -9.654 -0.202  0.498
O 5.478 5.688 -2.536  -0.352
C 2.059 6.345 3.143  -0.397
H -1.279 2.317 -2.211  -0.262
N 3.226 -5.438 -3.646  -0.560
H 1.476 4.203 1.261  -0.161
H -6.923 -3.943 2.611  0.481
C 0.289 -5.381 4.852  -0.599
C 9.757 0.005 -0.050  -1.305
H 1.913 3.798 -0.399  -0.388
H 0.199 -4.667 -5.080  0.582
H -7.676 0.861 -0.207  0.101
C 0.021 3.143 5.498  2.027
H 10.602 0.006 0.638  0.391
H -0.503 2.554 7.507  0.458
C -5.319 -4.488 3.738  -1.106
O 5.321 0.276 -1.367  -0.806
C -3.866 1.480 -0.749  0.306
C -0.073 -7.556 0.292  0.888
C 3.496 2.294 4.404  -0.786
C -0.012 2.033 1.423  -0.769
F 2.645 -5.759 -0.401  -0.215
H -1.989 -4.499 3.503  -0.538
H 2.924 3.200 0.918  0.167
C 1.336 1.034 -0.031  -1.029
C 6.386 5.256 -3.519  -0.876
H 0.657 -7.591 1.101  0.827
H -0.569 6.342 -0.901  0.374
C -0.975 5.673 -0.143  -0.612
H -4.290 -3.712 -4.248  0.647
H -9.588 2.377 -0.515  0.471
H 4.091 3.005 4.978  0.383
H 2.384 5.305 3.137  -0.017
H -0.297 4.212 7.211  0.406
H 2.455 -8.534 -0.766  0.330
H -7.919 2.500 -4.780  0.382
H -7.448 3.567 0.980  0.270
F 5.989 1.384 2.007  -0.308
H -0.580 -3.642 2.996  -0.062
C -0.913 2.878 -3.071  -0.321
H 2.042 0.863 -4.842  0.199
C -5.830 -2.165 0.917  -0.889
H -8.829 1.923 -2.073  0.271
O 2.180 2.766 4.333  0.098
F 5.472 -0.586 1.676  -0.296
H -8.628 3.534 -1.258  0.346
H -4.910 0.792 -3.640  -0.639
C 0.886 -4.808 -4.245  -0.908
H 7.320 -5.032 0.577  0.321
H 9.831 -0.990 -0.490  0.308
C 0.722 -0.867 -4.919  0.110
H -2.194 -7.687 -0.139  0.366
H -3.569 -3.014 5.046  0.229
H 2.647 -5.251 -2.840  -0.210
H -3.148 5.483 1.329  0.445
H 1.748 2.167 6.274  0.379
H 9.940 0.703 -0.867  0.303
H -2.949 -6.480 2.037  0.484
H 4.838 -5.668 1.424  0.235
C -6.164 2.217 -0.906  0.486
H -6.439 2.846 -4.029  0.183
F -5.870 -2.546 -1.406  -0.340
H -5.743 -5.468 3.961  0.435
H -0.273 -6.203 4.407  0.219
H -4.238 -4.632 3.755  -0.049
H 3.589 1.371 4.976  0.395
H 3.558 -6.368 -3.437  0.334
C 3.763 3.826 -2.791  0.426
C -3.481 -3.110 -3.835  -0.703
H -3.532 -3.085 -2.746  -0.037
O 2.783 7.177 2.188  -0.375
H -3.383 7.434 2.922  0.384
H 8.532 1.408 1.000  0.266
C -6.719 0.736 -4.619  -0.481
O -5.083 1.735 -0.067  -0.383
H 4.898 -4.078 2.041  0.285
H 1.581 -9.282 -2.188  0.413
H -1.027 -2.169 -1.808  -0.391
H 5.412 4.054 -1.292  0.459
H 1.112 -1.466 -0.826  -0.034
H 4.605 9.197 -0.677  0.379
H -3.213 -1.751 -5.499  0.581
F 1.522 -1.765 -5.379  -0.302
H 3.065 -7.109 -5.833  0.416
H 0.362 2.571 -4.780  0.484

Kohn-Sham gap (spin up / spin down) ... 5.83 / 5.06 eV
E_HOMO (spin up / spin down) ... -2.5 / -2.4 eV
Multiplicity ... 2
Net charge ... -2
E_LUMO (spin up / spin down) ... 3.37 / 2.70 eV
F_max ... 0.103 Eh/bohr

---

# 3
Density functional theory data (ωB97M-V/def2-TZVPD) for a molecular structure, C18H32Cl2F9NbO9P in a non-equilibrium geometry.

Last column: Mulliken charge in e.
Atoms and positions in Å:
H -0.190 9.274 3.202  0.320
O -1.163 -7.349 -3.275  -0.279
O 1.524 1.020 1.146  -0.237
H -2.017 8.294 1.762  0.310
C -2.180 -8.352 -3.424  -0.234
O -2.589 2.158 2.847  -0.356
F -5.458 4.059 3.385  -0.246
O 0.415 -8.934 -3.004  -0.543
C -2.588 -8.942 -2.091  -1.124
H 2.146 1.410 0.510  0.214
F 2.223 -7.006 -2.502  -0.257
F -4.228 2.963 4.799  -0.251
H 1.310 -3.251 -0.483  0.053
C -0.708 -1.623 -1.568  0.663
H 2.462 -3.650 1.490  0.175
P 1.857 -0.586 1.276  0.892
C 1.027 -6.593 -2.928  0.959
H -2.908 -8.153 -1.410  0.305
H -1.552 10.390 3.070  0.366
H -1.919 9.703 0.714  0.319
C -1.406 2.086 2.008  0.194
H 3.515 0.192 -2.506  0.361
C 0.275 7.406 1.079  0.337
H 4.833 -2.519 0.332  0.349
H -1.759 -9.469 -1.622  0.324
H -0.150 3.152 3.387  0.307
C -4.654 3.000 3.526  0.898
O -3.435 3.866 1.640  -0.521
C 1.311 6.867 0.076  0.941
O -0.328 8.471 0.568  -0.330
H 4.043 -3.747 2.151  0.280
C 0.069 -7.790 -3.062  0.266
O 3.010 -0.744 2.174  -0.697
H 4.414 -3.907 -0.656  0.488
H -1.840 -9.118 -4.120  0.322
H -3.022 -7.836 -3.880  0.320
H -1.701 2.100 0.960  0.298
H -2.135 -0.275 -0.703  0.111
Cl -1.007 -3.083 -2.606  -0.216
H -0.838 4.168 2.130  0.301
Cl 0.621 0.774 -2.029  -0.207
C -1.349 9.070 1.389  -0.214
H -0.964 1.117 2.217  0.048
H -0.634 -2.033 -0.578  0.070
O 0.551 -1.209 2.057  -0.568
C -1.934 -0.723 -1.665  -1.253
H 0.717 -1.316 -3.087  0.749
H -0.082 10.651 2.111  0.297
H 4.855 -0.742 -1.951  0.407
C 4.027 -3.180 0.044  -0.814
C -3.474 3.082 2.542  0.340
H 0.475 3.056 1.737  0.266
F 1.185 -6.012 -4.133  -0.264
H -2.788 -1.336 -1.902  0.436
Nb 2.445 -1.864 -0.916  -0.350
C 0.626 -1.030 -2.056  -0.894
H 4.107 0.425 -0.843  0.329
C 3.923 -0.297 -1.631  -1.333
F 2.097 7.861 -0.375  -0.263
H -3.409 -9.646 -2.227  0.375
H -0.252 -0.956 1.571  0.199
F 0.537 -5.699 -2.074  -0.215
F -5.377 1.890 3.293  -0.255
F 0.683 6.316 -0.974  -0.257
O 0.055 6.898 2.135  -0.510
C -0.758 9.895 2.512  -1.089
H -1.846 0.023 -2.435  0.360
H 3.437 -5.020 1.078  0.321
C 3.473 -3.956 1.259  -0.841
C -0.421 3.181 2.331  -1.046
H 2.738 -2.817 -2.443  0.021
F 2.078 5.946 0.652  -0.228

Kohn-Sham gap ... 7.20 eV
E_HOMO ... -5.2 eV
Multiplicity ... 1
Net charge ... -1
E_LUMO ... 2.04 eV
F_max ... 0.065 Eh/bohr

---

# 4
Density functional theory data (ωB97M-V/def2-TZVPD) for a single C4H9NO2 molecule in a non-equilibrium geometry.

Last column: Mulliken charge in e.
Atoms and positions in Å:
H -0.516 -0.757 -1.503  0.357
C 0.274 -0.794 -0.750  0.338
C 1.091 -2.012 -0.625  -1.237
H -1.269 -1.203 0.807  0.326
H 1.199 -2.403 0.405  0.314
H 0.871 -2.723 -1.414  0.332
O 1.137 0.344 -0.947  -0.574
C -0.600 -0.340 0.545  -0.329
C -1.412 0.878 0.062  0.011
H -2.430 0.479 -0.191  0.306
N 0.003 0.171 1.778  -0.611
H 2.128 -1.794 -0.887  0.344
H 0.651 1.131 -0.679  0.341
H 0.927 -0.258 1.745  0.275
H 0.169 1.172 1.730  0.309
O -0.991 2.001 -0.021  -0.501

Kohn-Sham gap ... 10.31 eV
E_HOMO ... -9.6 eV
SMILES ... C[C@H](O)[C@@H](N)C=O
Multiplicity ... 1
Net charge ... 0
E_LUMO ... 0.68 eV
Energy above the lowest of the compared OMol25 structures with the same formula, charge and spin ... 58.8 kcal per mole
F_max ... 0.085 Eh/bohr